Density functional theory data (ωB97M-V with the def2-TZVPD basis set) for 9 unconnected molecules or ions with the total composition H19O9.

```
! wB97M-V def2-TZVPD RIJCOSX def2/J DEFGRID3
* xyz 1 1
O 0.939 1.972 1.893
H 0.806 0.748 -0.236
H 0.984 -1.633 -0.276
O -1.077 0.509 -2.494
H -1.821 0.318 -1.998
O -2.962 0.238 1.543
H -0.632 -3.217 0.174
H -2.473 -0.479 1.207
O -1.603 -3.207 0.528
H -2.860 0.969 0.907
H -0.857 -0.027 -3.387
O 0.901 0.927 -1.294
H -0.704 -1.416 0.964
H 0.009 0.660 -1.751
O -0.591 -0.775 1.754
H -0.168 -0.903 2.525
H 1.003 1.958 -1.653
O 2.100 -0.827 2.212
H 0.085 1.575 2.183
H 1.670 -1.076 3.008
O 0.712 3.290 -2.327
H -1.983 -3.870 -0.048
H 2.751 -1.656 2.197
O 0.722 -1.617 -1.290
H 1.538 3.728 -2.751
H 0.184 4.058 -2.133
H 1.787 1.494 2.312
H 1.539 -1.742 -1.770
*
```

HOMO level: -13.444 eV
DFT total energy: -688.1990 a.u.

***

Density functional theory data (ωB97M-V with the def2-TZVPD basis set) for a molecular structure, C15H26CrN6O2S2.

```
! wB97M-V def2-TZVPD RIJCOSX def2/J DEFGRID3
* xyz 1 2
Cr -0.465 0.683 -0.189
C -2.266 1.283 2.047
C -1.028 0.827 2.409
C 0.153 1.307 1.773
C 0.062 2.402 0.849
C -1.239 2.893 0.528
C -2.362 2.302 1.051
H -3.158 0.907 2.530
H -0.932 0.068 3.176
H 1.115 0.985 2.148
H 0.944 2.965 0.573
H -1.332 3.714 -0.172
H -3.337 2.671 0.758
N -2.189 -0.603 -0.634
N -1.839 -1.943 -0.352
C -0.500 -2.246 -0.352
N -0.161 -3.538 -0.391
N 0.320 -1.221 -0.317
N 1.695 -1.585 -0.281
O 2.071 -2.488 0.493
O 2.188 -1.660 -1.791
H -2.931 -0.315 -0.002
H -2.508 -0.531 -1.598
H -2.492 -2.664 -0.617
H -0.875 -4.240 -0.301
H 0.783 -3.746 -0.072
C 3.978 0.064 0.984
C 4.005 -0.473 -0.451
C 4.826 -1.753 -0.549
C 4.603 0.590 -1.386
C 2.572 -0.626 -0.895
H 4.993 0.295 1.306
H 3.555 -0.669 1.671
H 3.397 0.989 1.050
H 5.857 -1.517 -0.280
H 4.824 -2.144 -1.566
H 4.458 -2.528 0.117
H 5.640 0.779 -1.106
H 4.061 1.536 -1.325
H 4.597 0.257 -2.426
H 2.068 0.321 -1.092
S 0.170 1.769 -2.354
C 0.219 0.623 -3.574
N 0.843 0.772 -4.733
C 0.604 -0.230 -5.770
C 0.184 -1.501 -5.027
S -0.558 -0.923 -3.478
H 1.243 1.676 -4.945
H 1.518 -0.395 -6.336
H -0.175 0.116 -6.451
H 1.032 -2.144 -4.800
H -0.557 -2.061 -5.592
*
```

HOMO level (alpha / beta): -10.149 / -9.337 eV
DFT total energy: -2906.6355 a.u.

***

Density functional theory data (ωB97M-V with the def2-TZVPD basis set) for a gas-phase ion, C12H25Br2FN6O5P (charge +1).

```
! wB97M-V def2-TZVPD RIJCOSX def2/J DEFGRID3
* xyz 1 1
C 3.619 -2.970 2.846
C 3.873 -1.495 2.313
Br 4.486 -1.606 0.452
C 2.690 -0.504 2.591
Br 3.522 1.287 2.907
N 1.610 -0.388 1.612
C 1.061 -1.619 1.028
C -0.246 -2.081 1.818
N -0.721 -3.318 1.145
N -0.016 -2.323 3.234
N -1.292 -1.032 1.743
C 1.631 0.751 0.781
N 2.513 0.929 -0.201
N 0.700 1.767 0.878
C 0.096 1.859 2.223
C 0.049 3.393 2.559
O 0.443 4.209 1.843
F -0.433 3.795 3.770
P -0.522 1.657 -0.411
O -1.672 2.552 -0.083
H 4.617 -3.329 3.193
H 3.306 -3.645 2.026
H 2.963 -2.992 3.741
H 4.741 -1.131 2.905
H 2.254 -0.779 3.579
H 0.684 -1.371 0.000
H 1.754 -2.473 0.901
H -1.724 -3.210 0.990
H -0.319 -3.317 0.201
H 0.861 -2.816 3.374
H -0.082 -1.476 3.793
H -2.001 -1.292 2.430
H -1.692 -1.012 0.806
H 2.701 0.184 -0.870
H 2.919 1.858 -0.278
H 0.677 1.392 3.036
H -0.962 1.530 2.184
H -0.872 0.291 -0.609
H 0.152 2.083 -1.588
C -2.930 1.663 -6.458
C -3.013 0.898 -5.146
C -4.230 1.214 -4.324
O -3.768 0.952 -2.992
C -2.443 1.169 -2.996
O -1.775 1.260 -1.998
O -1.954 1.278 -4.246
H -3.900 2.065 -6.754
H -2.208 2.478 -6.403
H -2.608 0.998 -7.260
H -2.925 -0.176 -5.328
H -5.079 0.580 -4.573
H -4.536 2.261 -4.384
*
```

HOMO level: -12.288 eV
DFT total energy: -6765.9613 a.u.

***

Density functional theory data (ωB97M-V with the def2-TZVPD basis set) for 7 unconnected molecules or ions with the total composition C26H45F9O18.

```
! wB97M-V def2-TZVPD RIJCOSX def2/J DEFGRID3
* xyz -2 1
O -10.469 11.317 16.508
C -9.942 12.026 17.558
O -10.375 11.677 18.701
O -8.986 12.841 17.456
H -11.144 11.066 17.214
O -15.471 10.662 16.844
C -14.427 10.589 17.702
O -13.389 9.972 17.357
O -14.604 10.952 18.900
H -14.947 10.299 16.102
C -9.228 8.032 18.155
O -10.618 8.133 18.045
C -11.231 6.833 17.905
C -12.764 6.971 18.042
O -13.102 7.222 19.399
C -14.433 6.902 19.711
C -14.752 7.192 21.167
O -14.512 8.543 21.529
C -14.640 8.768 22.893
H -8.820 7.228 18.779
H -8.733 8.961 18.433
H -8.756 7.783 17.191
H -10.914 6.074 18.623
H -11.023 6.565 16.866
H -13.415 6.154 17.716
H -13.081 7.854 17.477
H -14.664 5.854 19.478
H -15.207 7.466 19.174
H -14.175 6.521 21.812
H -15.803 6.887 21.249
H -15.678 8.954 23.190
H -14.038 9.640 23.155
H -14.259 8.026 23.606
C -16.538 13.495 14.933
O -15.481 14.096 14.229
C -14.221 13.962 14.927
C -13.985 15.128 15.894
O -13.462 16.308 15.269
C -14.475 17.012 14.557
C -14.220 18.496 14.568
O -13.089 18.949 13.870
C -11.826 18.387 14.144
H -16.743 13.957 15.903
H -16.361 12.442 15.176
H -17.421 13.511 14.293
H -13.433 13.946 14.175
H -14.242 12.968 15.378
H -13.238 14.716 16.577
H -14.812 15.468 16.521
H -15.509 16.953 14.906
H -14.373 16.630 13.537
H -14.165 18.772 15.633
H -15.043 19.134 14.243
H -11.602 18.366 15.214
H -11.123 19.017 13.600
H -11.685 17.348 13.838
C -16.481 3.701 16.253
C -15.606 4.918 16.070
O -16.282 6.072 15.582
C -15.500 7.132 15.297
O -14.305 7.108 15.361
C -16.284 8.294 14.709
F -16.993 8.861 15.697
F -15.468 9.222 14.250
F -17.151 7.858 13.777
H -16.064 2.824 16.746
H -17.051 3.420 15.367
H -17.294 3.924 16.954
H -14.819 4.752 15.328
H -15.060 5.233 16.960
C -16.378 13.774 20.205
C -15.584 12.784 21.089
O -15.334 13.484 22.304
C -15.625 12.940 23.496
O -15.934 11.800 23.662
C -15.502 13.967 24.622
F -15.015 13.374 25.728
F -14.720 15.002 24.303
F -16.735 14.345 24.963
H -16.052 14.811 20.157
H -17.400 13.790 20.600
H -16.528 13.380 19.200
H -14.618 12.575 20.631
H -16.089 11.829 21.221
C -17.364 9.436 19.448
C -18.232 10.575 19.015
O -18.714 11.229 20.219
C -19.941 10.903 20.605
O -20.651 10.126 20.014
C -20.381 11.404 22.023
F -20.860 10.295 22.594
F -19.427 11.986 22.724
F -21.383 12.281 21.842
H -17.928 8.727 20.073
H -16.637 9.665 20.232
H -16.843 8.831 18.710
H -18.987 10.182 18.336
H -17.650 11.324 18.480
*
```

HOMO level: -1.156 eV
DFT total energy: -3270.7433 a.u.